DFT (the ωB97M-V functional and the def2-TZVPD basis) results for a molecular structure, C2H3N3O.

Last column: natural (NBO) charge in e.
Positions of all 9 atoms, in Å:
N1 -0.37104 0.51283 -1.09715  -0.499
C1 -1.21372 0.35269 -0.11100  0.215
C2 0.54344 -0.41615 -0.61982  0.701
H1 0.54086 -0.09287 1.06089  0.401
O1 -0.06272 -1.48309 -0.06940  -0.379
H2 1.91162 0.84882 -0.14086  0.374
H3 -2.05748 1.00920 0.07533  0.215
N2 -0.88540 -0.63943 0.80899  -0.317
N3 1.59444 -0.09199 0.09302  -0.710

HOMO energy = -10.213 eV
charge = 0
multiplicity = 1
orbital gap = 9.8 eV
ΔE to the lowest compared entry with this formula, charge and spin = 5.751 eV